{
  "formula": "C18H21N3O5",
  "method": "wB97M-V/def2-TZVPD",
  "gap_ev": 8.18,
  "charge": 0,
  "e_tot_ev": -33698.5599,
  "e_above_lowest_kj_mol": 1666.92,
  "symbols": ["C", "H", "O", "C", "C", "C", "C", "C", "C", "O", "C", "H", "H", "H", "H", "C", "O", "N", "C", "N", "O", "C", "C", "H", "C", "H", "H", "H", "C", "N", "C", "O", "C", "H", "C", "H", "H", "C", "H", "H", "H", "H", "H", "H", "H", "H", "H"],
  "positions_angstrom": [[-0.248, -2.760, 4.703], [-0.488, -3.275, 5.510], [-1.281, -2.482, 3.876], [-1.347, -1.805, 2.842], [-2.557, -1.716, 2.320], [-2.836, -1.271, 1.029], [-1.883, -0.651, 0.453], [-0.350, -0.493, 1.130], [-0.182, -1.163, 2.356], [0.896, -1.043, 2.974], [2.129, -0.639, 2.272], [2.991, -0.693, 3.105], [1.823, 0.753, 2.321], [2.286, -1.005, 1.313], [0.434, 0.115, 0.715], [-1.943, 0.079, -0.858], [-2.904, 0.993, -1.072], [-0.855, 0.041, -1.727], [0.262, -0.926, -1.828], [-0.283, -2.293, -1.478], [0.958, -2.957, -1.413], [1.882, -2.418, -1.892], [1.562, -1.016, -2.114], [2.018, -0.215, -2.330], [3.561, -2.855, -1.978], [3.304, -3.442, -2.950], [3.344, -3.396, -1.036], [4.170, -2.162, -2.174], [-0.733, 1.032, -2.719], [-0.521, 2.425, -2.168], [0.559, 2.609, -1.188], [1.402, 1.920, -0.691], [0.163, 4.000, -0.610], [1.007, 4.631, -0.278], [-0.821, 4.667, -1.520], [-1.409, 5.224, -1.282], [-0.058, 5.316, -2.252], [-1.634, 3.327, -2.388], [-1.644, 3.597, -3.333], [-2.354, 2.956, -1.785], [-0.520, 3.880, 0.316], [-1.679, 0.921, -3.395], [0.180, 0.811, -3.304], [-3.800, -1.260, 0.555], [-3.276, -2.524, 2.703], [0.555, -3.118, 4.124], [0.120, -1.719, 5.142]],
  "nbo_charge": [-0.21, 0.18, -0.47, 0.28, -0.27, -0.20, -0.09, -0.30, 0.29, -0.52, -0.26, 0.23, 0.18, 0.20, 0.23, 0.68, -0.66, -0.48, 0.35, -0.22, -0.28, 0.47, -0.45, 0.22, -0.60, 0.23, 0.24, 0.20, -0.04, -0.48, 0.73, -0.61, -0.54, 0.23, -0.27, 0.12, 0.16, -0.19, 0.19, 0.24, 0.23, 0.23, 0.21, 0.24, 0.22, 0.18, 0.16]
}